[1]
Entry from the OMol25 dataset: C27H49EuF2NO2Si2 as an isolated structure (ωB97M-V/def2-TZVPD).

Frontier orbital gap (spin up / spin down) in Eh: 0.2323 / 0.3046
Relative energy (zero: lowest compared OMol25 entry of this formula, charge and spin) in eV: 0.000
HOMO energy (spin up / spin down) in Ha: -0.40884 / -0.40927
Expectation value of S²: 12.213
2S+1: 7
Net charge: +1

Geometry as XYZ:
```
84
Properties=species:S:1:pos:R:3:forces:R:3
O 0.313803 1.730098 0.126377 0.810 0.242 0.545
O -1.237298 2.027567 -3.750039 0.099 0.469 -0.493
C -0.778767 2.442943 0.801139 -0.090 -0.059 -0.516
C -0.369351 3.114292 2.089656 0.018 0.173 0.044
H -1.527053 1.663386 0.959455 0.073 0.104 0.091
H -1.210395 3.166474 0.095730 0.230 -0.151 0.079
H 0.113472 2.407608 2.767272 -0.139 0.076 -0.004
H -1.260251 3.500455 2.599813 0.174 -0.085 -0.172
H 0.306613 3.959570 1.904868 -0.196 -0.172 0.147
C 1.610236 2.426020 0.069875 -0.710 0.144 0.204
C 1.548586 3.659479 -0.802263 0.333 0.217 -0.232
H 2.322469 1.682096 -0.329836 -0.154 0.248 0.076
H 1.898492 2.688844 1.101138 0.102 -0.171 -0.424
H 1.206726 3.433360 -1.815252 -0.114 -0.090 0.150
H 2.546231 4.100014 -0.897965 -0.036 -0.146 0.080
H 0.921534 4.443677 -0.370561 -0.082 -0.203 -0.020
C -0.637541 1.598047 -4.989327 -0.434 0.215 0.193
C -1.974121 3.257928 -3.857246 -0.052 -0.384 -0.068
C 0.806563 2.026709 -5.122784 0.225 0.132 -0.118
H -1.219778 1.993920 -5.842758 0.090 -0.286 0.293
H -0.709466 0.506904 -4.995889 -0.065 0.081 -0.062
H 0.888071 3.116659 -5.181902 0.114 -0.289 0.045
H 1.215692 1.612767 -6.052174 0.020 0.028 0.190
H 1.411702 1.668760 -4.280213 -0.124 0.046 -0.156
C -1.190647 4.412545 -4.449292 -0.020 0.256 -0.047
H -2.294556 3.498381 -2.839492 0.037 -0.108 -0.053
H -2.883526 3.080645 -4.460402 0.218 0.037 0.160
H -0.229110 4.563845 -3.945251 -0.199 -0.057 -0.029
H -1.771061 5.337349 -4.344219 0.070 -0.186 -0.081
H -1.007905 4.246758 -5.515713 0.023 0.163 0.166
H -1.123774 0.833886 -1.697545 -0.393 -0.685 -0.299
Eu 0.936179 -0.600083 0.643141 0.334 -0.799 1.100
C -1.390232 -0.223332 -1.918117 0.896 0.488 0.154
Si -3.134999 -0.471389 -2.627394 -1.474 -0.521 -0.549
H -0.620760 -0.582689 -2.634611 -0.382 0.045 0.331
H -1.293463 -0.792796 -0.969956 -0.286 -0.116 -0.258
C -4.464565 0.696426 -1.972330 0.137 0.245 0.261
C -3.768926 -2.204258 -2.252853 0.211 -0.075 0.346
C -3.489965 -0.537006 -4.481350 0.444 0.337 -0.316
C -0.722427 -0.827159 2.386373 0.323 0.678 -0.899
Si -0.822105 -2.358207 3.423076 -0.527 -0.489 0.301
H -1.677880 -0.514353 1.925359 0.068 -0.217 0.322
H -0.322389 0.062024 2.914103 -0.100 -0.179 0.122
C -2.132304 -3.491950 2.681877 0.311 0.094 -0.169
C -1.492496 -2.119306 5.161260 0.209 0.220 0.105
C 0.852688 -3.208473 3.538290 0.289 -0.234 -0.009
H -4.587629 -0.661277 -4.563521 0.505 0.052 0.118
H -3.034442 -1.423419 -4.949503 -0.050 0.335 0.059
H -3.214265 0.358653 -5.051648 -0.066 -0.217 0.028
H -4.647102 0.537885 -0.895236 0.035 0.200 -0.341
H -5.404047 0.457018 -2.509634 0.494 0.065 0.282
H -4.245980 1.761765 -2.156714 -0.077 -0.329 0.159
H -3.513571 -2.548772 -1.245715 -0.153 -0.148 -0.072
H -3.371426 -2.917618 -2.990589 -0.093 0.113 0.304
H -4.867639 -2.191540 -2.355543 0.404 -0.052 0.069
H -2.269742 -1.344809 5.165938 0.092 -0.179 0.096
H -0.708578 -1.834791 5.875128 -0.230 -0.025 -0.038
H -1.940633 -3.072433 5.483797 0.159 0.339 0.021
H 1.650611 -2.536037 3.889946 -0.327 -0.120 0.048
H 1.200342 -3.602919 2.571705 -0.182 0.032 0.192
H 0.820800 -4.061035 4.236317 -0.076 0.269 -0.173
H -2.320418 -4.313430 3.386571 0.011 0.109 -0.302
H -1.839789 -3.901952 1.709878 -0.145 -0.083 0.071
H -3.062435 -2.923609 2.555301 0.101 -0.152 0.024
F 3.413935 -5.575747 -0.723319 0.079 0.843 0.903
C 3.453747 -4.516043 0.147361 -0.370 -0.617 -0.850
C 2.636650 -3.400959 -0.115522 1.236 -0.843 0.932
C 2.769434 -2.373781 0.796259 -1.787 2.482 -0.724
C 3.603208 -2.298255 1.908371 0.733 -1.330 -0.031
C 4.377426 -3.471816 2.080172 0.333 0.286 0.532
F 5.281920 -3.565738 3.111639 -0.695 -0.092 -0.709
C 4.303910 -4.590250 1.246347 -0.357 0.774 -0.169
C 3.583466 -1.125003 2.839675 -0.153 0.219 -0.269
C 4.485486 -0.978294 3.899433 0.042 0.147 -0.006
C 4.383823 0.088511 4.790264 -0.108 -0.269 -0.338
C 3.403767 1.040528 4.563251 -0.936 0.851 -0.355
C 2.573804 0.901850 3.440592 0.508 -0.861 -0.178
N 2.634609 -0.169899 2.609452 0.210 0.229 0.091
H 1.958996 -3.368665 -0.970259 0.248 -0.174 0.128
H 4.910442 -5.460813 1.449166 0.001 0.024 -0.078
H 5.285424 -1.693740 3.988619 -0.084 -0.013 0.203
H 5.065543 0.174240 5.637818 -0.184 -0.032 -0.300
H 3.251553 1.918293 5.212279 0.236 -0.596 -0.355
H 1.836852 1.655466 3.139856 0.368 -0.273 0.499
```
Forces are in eV/Å.

---

[2]
Entry from the OMol25 dataset: C25H30BrI2N6O7SeTi as an isolated structure (ωB97M-V/def2-TZVPD).

Frontier orbital gap (spin up / spin down) in Eh: 0.2870 / 0.2880
Relative energy (zero: lowest compared OMol25 entry of this formula, charge and spin) in eV: 3.797
HOMO energy (spin up / spin down) in Ha: -0.29094 / -0.29193
Expectation value of S²: 0.752
2S+1: 2
Net charge: 0

Geometry as XYZ:
```
73
Properties=species:S:1:pos:R:3:forces:R:3
Ti -0.849957 0.225973 0.147327 -0.318 -1.585 -0.171
I -0.921350 7.770196 1.390498 -0.022 -0.063 -0.026
C -0.850348 5.778553 0.759935 0.001 0.263 -0.039
C -0.943052 5.484597 -0.591837 -0.035 -0.085 -0.008
C -0.858869 4.164303 -0.985921 0.089 -0.492 0.075
I -1.047693 3.704454 -3.020225 0.043 -0.047 0.202
C -0.670316 3.110993 -0.063017 0.024 0.236 -0.396
O -0.518897 1.849810 -0.510657 -0.146 2.571 -0.520
C -0.621560 3.439438 1.300274 0.054 -0.252 -0.030
C -0.554574 2.405705 2.414314 0.036 -0.043 -0.376
N -0.041927 1.091557 1.970482 0.532 0.365 0.039
C 1.404057 1.170602 1.731858 -0.033 -0.321 0.070
C 1.897008 -0.068525 1.017628 0.037 -0.188 0.001
C 3.443920 -0.055991 1.052733 0.194 -0.108 -0.135
C 3.978160 -1.650817 -0.251537 -0.092 0.056 0.045
C 2.757226 -1.945364 -1.068064 0.231 -0.072 0.021
C 1.619780 -1.231618 -1.047791 -0.114 0.052 0.071
N 1.149460 -0.265506 -0.184619 0.776 -0.300 0.418
C -0.700298 4.773136 1.687144 -0.011 -0.117 0.186
H -1.084057 6.268978 -1.322442 0.015 -0.032 0.008
H 0.081339 2.790426 3.213201 0.097 0.053 0.068
H -1.545449 2.272955 2.831342 -0.236 -0.086 0.054
H -0.201932 0.411513 2.702116 -0.104 -0.087 0.253
H 1.601416 2.022089 1.085865 0.043 0.113 -0.065
H 1.956420 1.296418 2.663604 -0.036 0.076 0.134
H 3.814027 0.672399 1.772602 -0.045 0.036 0.052
H 4.818524 -2.275285 -0.539091 0.040 -0.052 -0.008
H 2.872989 -2.666308 -1.869983 -0.006 0.076 0.053
H 0.943036 -1.438892 -1.860603 -0.097 -0.034 -0.032
H -0.659381 5.014527 2.743931 0.020 -0.016 -0.057
N -4.234495 -0.584829 -1.286181 -0.170 -0.457 0.075
C -3.994694 -1.876223 -1.940908 0.130 0.148 0.065
C -3.460686 -2.904059 -0.929832 -0.020 0.227 0.169
C -1.941112 -2.983665 -0.707148 0.004 0.244 -0.192
N -1.364863 -2.011707 0.269621 -0.033 -0.317 0.023
C -1.212404 -2.866900 -2.035282 0.039 0.157 0.013
C -1.597110 -1.604318 -2.821915 -0.108 -0.113 0.284
N -1.283647 -0.322804 -2.102202 -0.210 -0.160 -0.075
C -3.082192 -1.750217 -3.167532 0.003 0.188 0.055
H -5.103561 -0.077410 0.296124 0.035 0.051 -0.078
H -4.525583 0.126942 -1.946120 -0.050 0.037 -0.065
H -3.367798 -0.252255 -0.898055 0.245 0.193 0.019
H -4.968972 -2.232760 -2.271987 -0.061 -0.067 -0.080
H -3.738984 -3.895044 -1.293294 -0.053 -0.018 0.002
H -3.985162 -2.755964 0.018737 0.024 -0.059 -0.004
H -1.756393 -3.980509 -0.315232 0.065 -0.189 0.099
H -0.434167 -2.350748 0.513955 0.031 -0.098 0.028
H -1.908300 -2.053501 1.124207 -0.144 -0.047 0.165
H -1.497886 -3.722723 -2.651829 0.029 -0.006 -0.028
H -0.143205 -2.952634 -1.871066 0.083 -0.020 -0.005
H -1.041383 -1.610028 -3.756203 0.098 0.006 -0.180
H -1.900190 0.412598 -2.432046 -0.134 0.125 -0.079
H -0.364628 0.003254 -2.379431 0.161 0.027 -0.109
H -3.167733 -2.652294 -3.778975 -0.037 0.025 -0.028
H -3.429959 -0.915846 -3.785312 0.041 -0.005 0.001
Br 7.728141 -1.614152 2.804860 0.026 0.049 -0.046
C 6.177367 -1.180318 1.791249 0.474 0.217 -0.072
C 6.407847 -0.133280 0.757955 -0.091 -0.027 -0.063
N 5.611609 0.329266 -0.112939 -0.314 -0.098 -0.008
C 4.231472 -0.113549 -0.272297 0.153 -0.091 0.221
C 3.788084 -1.528653 1.315191 0.045 0.083 -0.119
C 5.045564 -1.803740 2.065810 -0.480 -0.226 0.031
C 2.563555 -2.145194 1.937513 -0.060 0.049 0.005
O 2.448521 -3.232647 2.426221 -0.030 0.090 -0.002
O 1.564131 -1.234189 1.918192 0.018 -0.004 0.016
H 7.412201 0.289939 0.754801 -0.035 -0.060 0.078
H 3.787250 0.396814 -1.118543 0.052 0.093 -0.102
H 5.008464 -2.561000 2.844029 -0.028 0.064 -0.106
O -5.165092 0.496959 1.104060 0.145 -0.099 0.128
Se -3.658198 1.335793 1.186863 -0.682 0.196 0.238
O -3.387343 1.971101 -0.270312 0.087 -0.061 0.098
O -2.533528 0.111630 1.397722 -0.362 0.270 -0.098
O -3.792641 2.308547 2.448464 0.179 -0.234 -0.160
```
Forces are in eV/Å.

---

[3]
Entry from the OMol25 dataset: a 2-piece molecular cluster, C2H5ClS2 overall (ωB97M-V/def2-TZVPD).

Frontier orbital gap in Eh: 0.3160
Relative energy (zero: lowest compared OMol25 entry of this formula, charge and spin) in eV: 1.930
HOMO energy in Ha: -0.31777
SMILES: CC=S.SCl
Net charge: 0

Geometry as XYZ:
```
10
Properties=species:S:1:pos:R:3:forces:R:3
C -1.641888 0.848779 -0.271846 -1.320 -0.567 1.330
C -1.851511 -0.641054 0.136836 -1.130 2.118 -0.557
S -0.689374 -1.687150 0.402350 0.189 -0.569 0.157
S 4.239740 -0.558579 -0.613618 0.118 -0.389 0.530
Cl 3.404250 0.789573 0.644398 -0.150 0.284 0.005
H -0.536977 1.133448 -0.211660 -1.741 -0.226 -0.381
H -2.176028 0.946334 -1.293075 1.108 0.313 1.575
H -2.307659 1.398908 0.567998 1.620 -0.701 -2.093
H 4.526498 -1.407469 0.407234 0.009 0.106 -0.536
H -2.967050 -0.822789 0.231382 1.298 -0.370 -0.030
```
Forces are in eV/Å.

---

Number 1: F_max 3.14 eV Å⁻¹. Number 2: F_max 2.63 eV Å⁻¹. Number 3: F_max 2.74 eV Å⁻¹.